## a
C5H6O2 | the ωB97M-V functional and the def2-TZVPD basis

```
! RIJCOSX wB97M-V def2-TZVPD def2/J DEFGRID3
* xyz 0 1
C 1.432 -0.227 1.090
C -0.008 0.136 0.793
O -0.083 1.366 0.032
C -0.708 1.170 -1.171
O -0.889 2.021 -1.995
C -1.095 -0.239 -1.237
C -0.715 -0.847 -0.123
H 1.880 0.587 1.662
H 1.484 -1.149 1.677
H 1.997 -0.366 0.164
H -0.606 0.259 1.709
H -1.694 -0.683 -2.110
H -0.994 -2.028 -0.490
*
```

The value obtained for the LUMO energy is 0.0239 Ha. The value obtained for the HOMO energy is -0.3774 Eh.



## b
C5H6O2 | the ωB97M-V functional and the def2-TZVPD basis

```
! RIJCOSX wB97M-V def2-TZVPD def2/J DEFGRID3
* xyz 0 1
C 0.418 2.136 -0.104
C -1.431 0.100 -0.633
C -0.265 -0.165 0.451
C 1.264 -2.225 0.453
O 0.833 1.141 0.583
O -1.537 0.187 0.801
C 0.419 -1.282 0.746
H 1.080 2.566 -0.856
H -0.543 2.602 0.110
H -1.698 1.000 -1.173
H -1.854 -0.812 -1.044
H 1.375 -3.115 1.062
H 1.940 -2.134 -0.395
*
```

The value obtained for the LUMO energy (alpha / beta) is 0.0123 / -0.0211 Ha. The value obtained for the HOMO energy (alpha / beta) is -0.3058 / -0.2593 Eh.



## c
C5H6O2 | the ωB97M-V functional and the def2-TZVPD basis

```
! RIJCOSX wB97M-V def2-TZVPD def2/J DEFGRID3
* xyz 0 1
O 1.257 1.421 -0.758
C 2.045 0.253 -0.696
C 0.714 0.129 -0.180
O 0.539 -0.476 1.121
C -0.785 -0.909 0.734
C -1.573 0.328 0.614
C -0.690 -0.147 -0.552
H 2.792 0.363 0.092
H 2.373 -0.300 -1.565
H -1.107 -1.930 0.926
H -2.638 0.242 0.422
H -1.270 1.149 1.262
H -1.078 -0.260 -1.553
*
```

The value obtained for the LUMO energy is 0.0395 Ha. The value obtained for the HOMO energy is -0.3558 Eh.



## d
C5H6O2 | the ωB97M-V functional and the def2-TZVPD basis

```
! RIJCOSX wB97M-V def2-TZVPD def2/J DEFGRID3
* xyz 0 1
C 1.504 -0.709 -0.587
C 0.570 -0.092 0.447
O 0.349 1.269 0.068
C -0.978 1.504 -0.134
O -1.398 2.552 -0.542
C -1.709 0.261 0.228
C -0.818 -0.673 0.548
H 2.336 -0.015 -0.741
H 1.910 -1.668 -0.251
H 0.992 -0.848 -1.544
H 1.051 -0.095 1.433
H -2.790 0.204 0.208
H -1.019 -1.690 0.867
*
```

The value obtained for the LUMO energy is 0.0217 Ha. The value obtained for the HOMO energy is -0.3827 Eh.



Winner for stability: d



## a
C5H6O2 | the ωB97M-V functional and the def2-TZVPD basis

```
! RIJCOSX wB97M-V def2-TZVPD def2/J DEFGRID3
* xyz 0 1
O 1.669 -0.969 -0.291
C 1.155 0.311 -0.609
C -0.169 0.247 -1.340
C -1.397 0.042 -0.876
O -1.841 -0.142 0.427
C -1.019 -0.096 1.440
C -0.344 -0.077 2.437
H 1.121 -1.322 0.424
H 1.079 0.941 0.284
H 1.893 0.771 -1.271
H -0.131 0.325 -2.424
H -2.264 -0.022 -1.523
H 0.247 -0.008 3.321
*
```

The value obtained for the LUMO energy is 0.0299 Ha. The value obtained for the HOMO energy is -0.3449 Eh.



## b
C5H6O2 | the ωB97M-V functional and the def2-TZVPD basis

```
! RIJCOSX wB97M-V def2-TZVPD def2/J DEFGRID3
* xyz 0 1
C 0.920 -0.385 1.779
C 0.333 -0.095 0.439
O 0.267 1.290 0.158
C -0.744 1.751 -0.604
O -1.679 1.133 -1.045
C 0.134 -0.950 -0.542
C -0.539 -1.362 -1.582
H 0.892 -1.461 1.977
H 0.428 0.156 2.590
H 1.975 -0.080 1.757
H -1.484 -0.761 -1.543
H -0.609 2.828 -0.764
H -0.141 -1.943 -2.420
*
```

The value obtained for the LUMO energy is 0.0235 Ha. The value obtained for the HOMO energy is -0.3241 Eh.



Winner for stability: b